This record from the OMol25 dataset describes a cluster of 6 separate species, C36H72Cl2N8O7P in total at a distorted geometry. The level of theory is wB97M-V/def2-TZVPD.

Computed properties:
Net charge   +1

Atoms and positions in Å:
C1 2.81437 1.53411 -4.07540
C2 1.67102 1.87535 -3.87683
C3 0.33828 2.03086 -3.24325
C4 -0.32285 0.63860 -3.13799
C5 0.53198 -0.30182 -2.25662
N1 -0.12764 -0.95539 -1.10388
C6 -1.09486 -0.21181 -0.37915
Cl1 -2.81421 -0.56606 -0.43884
C7 -0.72072 0.77891 0.41875
C8 -1.73331 1.56798 1.23777
Cl2 0.95673 1.20844 0.61479
C9 -0.31531 -2.34412 -1.14601
N2 0.43685 -3.14322 -0.26273
C10 0.35885 -2.61465 1.10875
C11 1.17216 -3.41104 2.12152
C12 0.77587 -3.42241 3.39566
C13 1.83991 -3.21439 -0.80928
C14 2.77561 -2.06132 -0.37334
C15 2.50980 -4.60069 -0.59204
C16 3.00181 -5.24613 -1.90987
N3 -1.11369 -2.98430 -1.95928
O1 -1.21908 -4.35660 -1.85481
C17 -0.62089 -5.04542 -2.96363
C18 -0.55162 -6.56102 -2.63847
C19 -0.70458 -6.86337 -1.15042
O2 0.62521 -7.15287 -3.16369
P1 -2.09174 -2.11090 -3.17744
C20 -1.40780 -2.35556 -4.88299
C21 -3.77702 -2.85804 -3.07130
H1 3.86575 1.37308 -4.15897
H2 -0.24866 2.63597 -3.94190
H3 0.43855 2.52767 -2.27625
H4 -0.28091 0.24220 -4.15730
H5 -1.38161 0.69044 -2.88148
H6 1.37866 0.27637 -1.87462
H7 0.99283 -1.07320 -2.88452
H8 -2.43068 2.13319 0.61684
H9 -1.24818 2.17874 1.99900
H10 -2.30611 0.82196 1.79874
H11 0.59832 -1.54297 1.20134
H12 -0.68455 -2.70509 1.42124
H13 2.09419 -3.94191 1.89343
H14 0.40785 -2.49024 3.82908
H15 0.83296 -4.33054 3.98969
H16 1.74805 -3.12591 -1.90225
H17 3.46679 -1.87474 -1.20414
H18 3.38082 -2.35292 0.48785
H19 2.26122 -1.12159 -0.17888
H20 3.39753 -4.46893 0.03626
H21 1.84604 -5.27164 -0.04442
H22 2.48590 -4.84344 -2.78736
H23 2.86992 -6.32773 -1.90687
H24 4.06171 -5.02830 -2.07649
H25 0.33991 -4.62578 -3.27536
H26 -1.30725 -4.94825 -3.82011
H27 -1.38508 -7.08283 -3.12990
H28 -0.10787 -6.20008 -0.52141
H29 -1.75462 -6.67499 -0.90095
H30 -0.50165 -7.91051 -0.92381
H31 0.63414 -7.03748 -4.11991
H32 -1.08856 -1.41739 -5.33476
H33 -2.23070 -2.74247 -5.49895
H34 -0.59321 -3.08095 -4.94692
H35 -4.45794 -2.33068 -3.74109
H36 -3.70787 -3.91154 -3.36888
H37 -4.07817 -2.80005 -2.02367
C22 5.99564 4.15044 -5.15385
O3 5.76561 2.95821 -5.06585
N4 5.65620 5.07129 -4.23350
C23 5.96213 6.47949 -4.40159
C24 4.96124 4.63736 -3.03380
H38 6.51750 4.58026 -6.02433
H39 6.59807 6.81603 -3.58058
H40 5.03600 7.05765 -4.39820
H41 6.48090 6.64745 -5.34296
H42 5.57652 3.91396 -2.49630
H43 4.02242 4.15385 -3.30937
H44 4.75766 5.49103 -2.39183
C25 -7.73677 -1.26129 -2.68553
O4 -7.11901 -0.77787 -3.61513
N5 -7.40978 -1.11056 -1.38649
C26 -8.17924 -1.71818 -0.31678
C27 -6.24454 -0.31078 -1.05810
H45 -8.63450 -1.88285 -2.83870
H46 -8.56330 -0.93996 0.34532
H47 -7.53998 -2.39320 0.25637
H48 -9.01628 -2.28247 -0.72225
H49 -6.37794 0.70273 -1.43841
H50 -5.36363 -0.74462 -1.53528
H51 -6.09995 -0.28030 0.01976
C28 -1.86275 -1.11613 5.11556
O5 -1.28508 -0.66011 4.14277
N6 -1.44375 -0.99102 6.38439
C29 -2.17838 -1.55815 7.50035
C30 -0.21349 -0.26146 6.64529
H52 -2.80356 -1.68351 5.02352
H53 -2.47233 -0.76171 8.18608
H54 -1.54458 -2.27181 8.02975
H55 -3.07152 -2.07031 7.14862
H56 -0.31014 0.76046 6.27612
H57 0.61455 -0.74057 6.12067
H58 -0.00836 -0.24630 7.71257
C31 -2.07804 5.24151 3.52518
O6 -2.08333 4.03119 3.68163
N7 -1.29597 5.89955 2.65232
C32 -1.32421 7.34365 2.50823
C33 -0.39996 5.11537 1.83314
H59 -2.73607 5.90748 4.10658
H60 -1.60059 7.60323 1.48464
H61 -0.33601 7.75217 2.72758
H62 -2.04816 7.78099 3.19235
H63 -0.98340 4.40736 1.24285
H64 0.27779 4.55138 2.47763
H65 0.17691 5.75567 1.17002
C34 3.49578 5.85960 4.27401
O7 4.40481 6.61662 4.00413
N8 3.59394 4.51420 4.30920
C35 2.46358 3.66896 4.63744
C36 4.87540 3.89931 4.00725
H66 2.48242 6.22522 4.51850
H67 2.70054 3.07709 5.52417
H68 2.26099 3.00064 3.79661
H69 1.57710 4.26851 4.83761
H70 5.62763 4.25600 4.71158
H71 5.18766 4.17971 3.00029
H72 4.79497 2.81696 4.07645


This record from the OMol25 dataset describes a cluster of 8 separate species, C36H72N14O10 in total. The level of theory is wB97M-V/def2-TZVPD.

Computed properties:
SMILES   CCCCCCCCCCCCCCCc1cc(COCCC)cc2c1C(=O)C=CC2=O.NC(N)=O.NC(N)=O.NC(N)=O.NC(N)=O.NC(N)=O.NC(N)=O.NC(N)=O

Atoms and positions in Å:
C1 1.33561 -1.93725 1.97171
C2 2.38406 -2.92142 1.45632
C3 3.29955 -2.43405 0.31047
C4 3.68993 -0.94250 0.28438
C5 3.14074 -0.11686 -0.88976
C6 1.61463 -0.10955 -1.02380
C7 1.02075 -1.26175 -1.85868
C8 0.10814 -0.78055 -3.00401
C9 -1.33864 -0.68402 -2.48900
C10 -2.30884 0.13747 -3.33948
C11 -2.29565 1.67961 -3.13707
C12 -1.25774 2.25320 -2.17374
C13 -1.46492 3.75316 -1.95876
C14 -0.34734 4.35493 -1.07907
C15 -0.82926 5.36382 0.00537
C16 -0.64608 4.78181 1.38247
C17 -1.20663 3.53464 1.61523
C18 -1.08784 2.87202 2.82419
C19 -1.73399 1.52483 3.01864
O1 -1.37100 0.64472 1.98279
C20 -2.41700 0.22006 1.11869
C21 -2.76303 -1.26606 1.26550
C22 -4.25111 -1.51880 0.96751
C23 -0.35500 3.46634 3.83957
C24 0.20809 4.71110 3.64605
C25 0.05459 5.39809 2.42934
C26 0.65461 6.75634 2.32700
O2 0.29820 7.61003 1.54121
C27 1.73322 7.09015 3.29616
C28 1.88607 6.42464 4.43694
C29 0.99107 5.29692 4.77450
O3 0.91205 4.87031 5.90913
H1 1.75526 -1.02267 2.38785
H2 0.57500 -1.71373 1.22436
H3 0.80143 -2.41805 2.79709
H4 1.83065 -3.77989 1.06956
H5 2.97472 -3.32335 2.27307
H6 2.88790 -2.74279 -0.64873
H7 4.22776 -3.00008 0.41420
H8 3.45013 -0.43103 1.21636
H9 4.77871 -0.89615 0.19041
H10 3.61449 -0.41454 -1.82785
H11 3.44499 0.91624 -0.69489
H12 1.34569 0.81702 -1.53636
H13 1.16978 -0.04061 -0.03102
H14 0.43409 -1.93921 -1.23315
H15 1.82514 -1.85280 -2.29959
H16 0.45460 0.18119 -3.38195
H17 0.12380 -1.53423 -3.79381
H18 -1.30468 -0.34898 -1.45208
H19 -1.72085 -1.70806 -2.45877
H20 -2.06946 -0.07375 -4.38386
H21 -3.31431 -0.23565 -3.14152
H22 -2.10798 2.14154 -4.10883
H23 -3.27673 2.02101 -2.80177
H24 -0.23738 2.06701 -2.50355
H25 -1.38222 1.78528 -1.19060
H26 -2.44189 3.91168 -1.49498
H27 -1.42652 4.24126 -2.93309
H28 0.20541 3.53876 -0.60986
H29 0.35497 4.85983 -1.73938
H30 -1.88514 5.57342 -0.17597
H31 -0.27538 6.28082 -0.13853
H32 -1.75741 3.05054 0.81611
H33 -2.81905 1.65385 3.09047
H34 -1.40293 1.11662 3.97834
H35 -3.30704 0.85026 1.20555
H36 -2.04575 0.36181 0.10159
H37 -2.19198 -1.80115 0.50583
H38 -2.46176 -1.62758 2.24630
H39 -4.80432 -1.62858 1.90167
H40 -4.38726 -2.42752 0.39182
H41 -4.66044 -0.69353 0.38294
H42 -0.22082 2.95295 4.78202
H43 2.35466 7.94043 3.04840
H44 2.64433 6.70322 5.15638
C30 4.15517 -6.44656 3.13945
O4 3.59213 -5.57394 2.49459
N1 4.96961 -6.16122 4.20329
N2 4.03701 -7.77443 2.87060
H45 5.44420 -6.87623 4.72299
H46 5.09383 -5.19733 4.44560
H47 3.46045 -8.03622 2.09445
H48 4.50304 -8.47760 3.42366
C31 -5.27705 -3.23883 -2.39185
O5 -4.27291 -3.17828 -1.70535
N3 -6.20468 -2.23383 -2.41786
N4 -5.55652 -4.31514 -3.18869
H49 -7.03773 -2.26135 -2.97328
H50 -6.02686 -1.43220 -1.84260
H51 -4.89470 -5.06784 -3.18800
H52 -6.37700 -4.38489 -3.75883
C32 6.56242 -10.23866 4.96801
O6 6.03281 -9.37868 4.27649
N5 7.32223 -9.92969 6.05646
N6 6.43226 -11.56657 4.69401
H53 7.76621 -10.61770 6.63369
H54 7.43903 -8.95914 6.27802
H55 5.88028 -11.81979 3.89619
H56 6.85727 -12.28899 5.24274
C33 -4.44591 -4.10968 4.23135
O7 -5.25930 -5.00194 4.08143
N7 -4.73768 -2.96025 4.92059
N8 -3.17691 -4.17287 3.72714
H57 -4.08320 -2.21391 5.05546
H58 -5.66020 -2.87895 5.30336
H59 -2.92684 -4.99482 3.21070
H60 -2.49894 -3.44409 3.84082
C34 -5.42469 6.05510 -0.42324
O8 -6.17853 5.66712 -1.29561
N9 -5.12454 7.37827 -0.24298
N10 -4.81071 5.19759 0.45099
H61 -4.50176 7.71434 0.46639
H62 -5.55362 8.03300 -0.86868
H63 -5.00370 4.22009 0.34223
H64 -4.18492 5.49497 1.17575
C35 1.52796 5.16097 -4.98965
O9 0.81696 4.58728 -4.17700
N11 2.02501 6.41870 -4.75026
N12 1.88084 4.60108 -6.17367
H65 2.61109 6.91199 -5.39513
H66 1.78025 6.85172 -3.88055
H67 1.56014 3.67206 -6.37113
H68 2.47304 5.05077 -6.84377
C36 3.30698 1.22313 -7.73276
O10 2.97624 2.30043 -7.26140
N13 4.61678 0.86639 -7.87484
N14 2.39487 0.29578 -8.14651
H69 4.91356 -0.01206 -8.25364
H70 5.30704 1.52702 -7.57173
H71 1.42480 0.52861 -8.04749
H72 2.64591 -0.59494 -8.52988


This record from the OMol25 dataset describes a structure of composition C36H72NO10Rb2 at a distorted geometry. The level of theory is wB97M-V/def2-TZVPD.

Computed properties:
Energy above the lowest of the compared OMol25 structures with the same formula, charge and spin   0.0 kcal per mole
Net charge   +1

Atoms and positions in Å:
Rb1 18.85852 5.94668 -14.04678
Rb2 20.91939 5.74273 -10.36989
C1 16.00128 7.32283 -9.47690
C2 17.18903 6.45323 -9.08820
C3 16.79527 5.59412 -7.87182
C4 15.97559 4.36788 -8.13374
C5 16.67996 3.58060 -9.22847
C6 16.93998 4.36439 -10.51110
N1 17.65006 5.61139 -10.20830
O1 17.91299 6.35183 -11.37866
C7 15.63949 4.57139 -11.27972
C8 17.83473 3.45939 -11.35543
C9 18.34781 7.29928 -8.60713
H1 16.14734 7.75116 -10.46973
H2 15.84280 8.13683 -8.76383
H3 15.06816 6.75841 -9.53785
H4 16.33551 6.25651 -7.13162
H5 17.72684 5.32065 -7.35917
H6 15.00248 4.64324 -8.54626
H7 15.90222 3.73737 -7.24936
H8 16.11189 2.68293 -9.50161
H9 17.62482 3.21109 -8.80116
H10 15.22533 3.61290 -11.61940
H11 15.82779 5.18910 -12.15639
H12 14.85964 5.03262 -10.67742
H13 18.87526 3.44723 -11.01568
H14 17.78114 3.75779 -12.40044
H15 17.47964 2.42648 -11.29789
H16 18.08914 7.82142 -7.68174
H17 18.60421 8.05992 -9.35063
H18 19.24790 6.72297 -8.37495
C10 19.88934 3.88461 -6.22108
C11 21.24379 3.71921 -6.87536
O2 21.61242 4.49124 -7.73675
C12 22.05060 2.47908 -6.56557
H19 19.14863 3.41764 -6.87253
H20 19.69760 4.94507 -6.07521
H21 19.83534 3.37175 -5.26153
H22 23.04957 2.76591 -6.23390
H23 22.05230 1.83747 -7.44195
H24 21.62812 1.95912 -5.70499
C13 17.60824 1.75462 -14.57925
C14 16.64446 2.75755 -15.11122
O3 16.81283 3.95615 -14.97488
C15 15.44085 2.24962 -15.86234
H25 17.17056 1.28822 -13.68823
H26 18.52832 2.22450 -14.23469
H27 17.80030 0.96624 -15.30299
H28 15.29597 2.86220 -16.74646
H29 14.56066 2.25359 -15.21521
H30 15.54486 1.19892 -16.14380
C16 10.55798 7.27960 -13.05816
C17 12.02004 7.59779 -12.90174
O4 12.48137 8.63725 -13.30877
C18 12.89965 6.58872 -12.20475
H31 10.39444 6.28014 -13.46913
H32 10.10486 7.97375 -13.76504
H33 10.03823 7.34956 -12.10223
H34 12.71566 6.55957 -11.12848
H35 13.93044 6.88378 -12.37316
H36 12.64637 5.59827 -12.58392
C19 12.11854 3.91970 -8.30019
C20 12.24991 3.27299 -9.65523
O5 12.03986 3.88546 -10.67378
C21 12.66786 1.83017 -9.70643
H37 12.87671 4.70437 -8.21841
H38 12.17296 3.21120 -7.47931
H39 11.19280 4.49663 -8.23197
H40 12.16126 1.13934 -9.03418
H41 13.74784 1.73993 -9.53789
H42 12.54715 1.44387 -10.72107
C22 13.55613 -0.29494 -5.83674
C23 15.03277 -0.17148 -6.16977
O6 15.88985 -0.71244 -5.50382
C24 15.37652 0.62500 -7.39995
H43 13.03884 -0.93495 -6.54675
H44 13.12965 0.71475 -5.83425
H45 13.45228 -0.66657 -4.82077
H46 14.96133 1.62994 -7.29854
H47 14.86123 0.14053 -8.23481
H48 16.44255 0.67171 -7.59717
C25 19.43331 -1.69370 -11.12472
C26 20.51317 -0.86819 -10.49167
O7 21.59155 -1.32730 -10.23140
C27 20.21874 0.59522 -10.17981
H49 18.48838 -1.54370 -10.58804
H50 19.67135 -2.75182 -11.03191
H51 19.25248 -1.44952 -12.17103
H52 19.52713 1.02673 -10.90944
H53 21.14380 1.15177 -10.32908
H54 19.82462 0.67257 -9.16791
C28 15.50322 10.32962 -11.53242
C29 15.62172 10.76728 -12.97338
O8 15.13927 11.79569 -13.36553
C30 16.45026 9.91402 -13.90186
H55 16.45516 9.99172 -11.12597
H56 14.78218 9.50761 -11.48961
H57 15.11816 11.16302 -10.94932
H58 16.88657 10.55365 -14.67052
H59 15.88266 9.13771 -14.42215
H60 17.27937 9.39485 -13.40851
C31 17.15116 8.54755 -3.19520
C32 16.78397 9.36157 -4.41937
O9 17.19833 10.48377 -4.56681
C33 15.99455 8.67858 -5.53017
H61 18.13750 8.11745 -3.36301
H62 16.42140 7.76360 -2.99082
H63 17.16009 9.19946 -2.32240
H64 16.47536 8.95069 -6.46624
H65 14.96593 9.04423 -5.51676
H66 15.95819 7.60082 -5.38342
C34 23.61891 10.06427 -10.23058
C35 22.27579 9.44175 -9.94600
O10 22.18002 8.31004 -9.50385
C36 21.06355 10.31640 -10.11476
H67 24.40374 9.32455 -10.08703
H68 23.77768 10.88676 -9.53386
H69 23.66049 10.41840 -11.26216
H70 20.27230 10.06444 -9.41408
H71 20.65950 10.18329 -11.12474
H72 21.33351 11.36761 -10.02044


For the records above, the corresponding frontier orbital gap values read 7.6 8.3 5.3 eV.